[1]
{
  "formula": "C10H17P",
  "method": "ωB97M-V/def2-TZVPD",
  "de_lowest_kcal_mol": 53.33,
  "spin_multiplicity": 1,
  "e_tot_ha": -732.431990,
  "mol_weight_g_mol": 168.2,
  "orbital_gap_ev": 8.7,
  "symbols": ["C", "C", "C", "C", "C", "C", "C", "C", "C", "C", "P", "H", "H", "H", "H", "H", "H", "H", "H", "H", "H", "H", "H", "H", "H", "H", "H", "H"],
  "coordinates": [[0.8328, -0.1675, -1.6736], [-0.6911, -0.2699, -1.7075], [0.4106, -1.9690, 0.4133], [1.3605, -0.8865, 0.7605], [-0.8522, -2.1113, 0.7754], [1.2104, 0.3451, -0.3094], [-1.3563, 0.3175, -0.6983], [2.5694, 1.0730, -0.4298], [-2.7707, 0.5732, -0.5585], [-0.5137, 1.4222, 1.9261], [-0.1798, 1.5662, 0.0922], [1.2518, 0.6563, -2.4817], [-1.3330, -0.7863, -2.3289], [1.4245, -1.0091, -1.8410], [0.9270, -2.5957, -0.2271], [0.9575, -0.3982, 1.7345], [2.2974, -1.3450, 0.7285], [-1.5455, -2.9781, 0.5113], [-1.1657, -1.4155, 1.5876], [2.6958, 1.9324, 0.3089], [2.5460, 1.5314, -1.4435], [3.3479, 0.5015, -0.2493], [-3.1201, 0.6911, 0.4307], [-3.2480, -0.3572, -0.7489], [-3.1721, 1.4982, -1.1037], [-1.1732, 0.4603, 2.1280], [-1.2405, 2.1931, 2.1049], [0.5305, 1.5279, 2.2995]],
  "atomic_forces_ev_per_a": [[-0.89, 3.15, -1.87], [0.37, 0.89, 2.20], [-0.50, 0.17, 0.68], [-4.11, 3.28, 0.71], [-0.53, -0.96, 1.42], [1.23, 0.02, 1.74], [3.15, 3.05, -0.68], [-4.07, 4.38, -0.12], [-1.53, 0.58, -0.79], [-0.96, -2.08, -1.30], [-0.39, -1.56, -0.39], [-1.37, -1.98, 1.62], [-0.51, -1.46, -2.02], [0.51, -1.86, -0.81], [0.18, -1.87, -1.58], [1.70, -1.18, -1.15], [1.89, 0.04, 0.47], [1.18, 1.41, 0.21], [-0.32, -0.62, -0.88], [-0.40, -0.92, -0.77], [0.68, -0.16, 0.78], [3.85, -3.10, 0.32], [0.18, 0.59, 1.65], [-1.14, -0.64, -1.25], [0.58, -1.56, 0.31], [2.13, 1.61, 0.07], [0.36, 0.89, 0.61], [-1.25, -0.10, 0.81]],
  "nbo_charge": [-0.45, -0.20, -0.17, -0.45, -0.40, -0.25, -0.22, -0.60, -0.68, -0.96, 0.76, 0.21, 0.20, 0.21, 0.18, 0.22, 0.21, 0.21, 0.18, 0.20, 0.21, 0.20, 0.21, 0.22, 0.23, 0.23, 0.24, 0.25]
}


[2]
{
  "formula": "C10H18BIN3O10",
  "method": "ωB97M-V/def2-TZVPD",
  "total_charge": 1,
  "de_lowest_kcal_mol": 43.35,
  "spin_multiplicity": 1,
  "e_tot_ha": -1630.751857,
  "mol_weight_g_mol": 478.0,
  "orbital_gap_ev": 7.8,
  "symbols": ["O", "C", "I", "C", "N", "C", "N", "N", "O", "B", "O", "O", "C", "H", "H", "H", "H", "H", "H", "C", "O", "C", "O", "O", "C", "H", "H", "H", "H", "H", "H", "C", "O", "C", "O", "O", "C", "H", "H", "H", "H", "H", "H"],
  "coordinates": [[-1.1034, 3.4685, -0.8312], [-2.1938, 4.0586, -0.8553], [-2.4265, 5.8489, -2.1017], [-3.5018, 3.5558, -0.0315], [-3.0956, 2.7400, 1.1434], [-3.0380, 3.0840, 2.5531], [-2.5418, 1.8775, 3.1138], [-2.3138, 0.8771, 2.2497], [-1.8361, -0.3413, 2.5177], [-0.9193, -0.8060, 1.4744], [-1.4706, -1.7752, 0.5336], [0.4208, -0.3658, 1.2641], [-2.6830, 1.3939, 0.9568], [-4.0884, 2.9075, -0.7713], [-4.1177, 4.4751, 0.2433], [-3.3323, 4.0620, 3.0399], [-1.9540, -1.2741, -0.1692], [0.4179, 0.2192, 0.4624], [-2.6903, 0.9241, -0.0724], [2.2858, 0.2175, -5.4478], [1.8305, 1.5700, -5.4754], [1.5909, 2.0956, -4.2652], [1.7266, 1.5308, -3.2058], [1.1727, 3.3599, -4.4362], [0.8799, 4.0460, -3.2208], [2.4461, -0.1007, -6.4780], [3.2335, 0.1408, -4.9109], [1.5331, -0.4337, -4.9980], [1.7729, 4.1218, -2.5963], [0.0750, 3.5478, -2.6831], [0.5519, 5.0541, -3.4765], [0.8003, -3.3613, 1.8668], [1.4894, -4.6065, 1.8407], [1.9471, -5.0056, 3.0404], [1.8182, -4.4092, 4.0806], [2.5708, -6.1812, 2.8767], [3.1120, -6.7294, 4.0784], [0.4761, -3.1374, 0.8511], [-0.0852, -3.4248, 2.5068], [1.4637, -2.5610, 2.2021], [2.3195, -6.9250, 4.8039], [3.8662, -6.0623, 4.5008], [3.5905, -7.6759, 3.8264]],
  "atomic_forces_ev_per_a": [[-4.35, 1.80, 0.45], [2.80, -1.52, 0.14], [-0.16, -1.06, 0.83], [0.32, 0.73, -1.17], [0.39, -1.94, 1.00], [1.88, -6.11, -2.31], [-0.48, 2.30, 1.47], [-2.37, 5.59, -4.85], [0.22, 0.45, 0.24], [1.44, -1.43, -2.84], [0.20, 2.87, 1.22], [-3.24, 0.76, 0.37], [-0.04, 1.41, 2.06], [0.69, 0.95, 1.14], [0.82, -1.46, -0.10], [0.54, -1.64, -0.57], [0.36, -1.06, 0.66], [0.56, -0.90, 0.69], [0.13, 0.50, 1.69], [0.20, -0.47, -0.10], [-0.16, 0.33, 0.48], [0.06, 0.04, -0.39], [-0.16, 0.17, -0.23], [0.13, -0.37, -0.02], [-0.01, 0.26, 0.17], [-0.10, 0.30, 0.05], [-0.19, 0.00, 0.07], [0.14, 0.10, 0.09], [-0.14, -0.14, 0.02], [0.27, -0.05, -0.05], [0.11, -0.17, -0.26], [0.05, 0.22, -0.13], [0.02, -0.09, 0.24], [0.19, -0.31, 0.06], [-0.03, -0.12, -0.41], [-0.29, 0.49, -0.13], [0.23, -0.27, 0.40], [0.22, -0.34, 0.04], [0.11, 0.01, 0.11], [-0.08, -0.14, 0.13], [0.10, 0.18, -0.04], [-0.20, 0.01, 0.02], [-0.14, 0.16, -0.24]],
  "nbo_charge": [-0.52, 0.42, 0.18, -0.34, -0.33, 0.19, -0.18, 0.18, -0.46, 1.36, -0.92, -0.91, 0.17, 0.27, 0.28, 0.30, 0.50, 0.53, 0.27, -0.26, -0.49, 0.98, -0.66, -0.49, -0.26, 0.20, 0.20, 0.19, 0.20, 0.19, 0.19, -0.27, -0.49, 0.98, -0.64, -0.49, -0.26, 0.20, 0.18, 0.20, 0.19, 0.19, 0.20]
}


[3]
{
  "formula": "C10H18BaF9N4O3",
  "method": "ωB97M-V/def2-TZVPD",
  "total_charge": 1,
  "de_lowest_kcal_mol": 56.46,
  "spin_multiplicity": 1,
  "e_tot_ha": -1760.776342,
  "mol_weight_g_mol": 550.6,
  "orbital_gap_ev": 9.6,
  "symbols": ["Ba", "N", "C", "C", "N", "C", "C", "N", "H", "H", "H", "H", "H", "H", "H", "H", "H", "H", "H", "H", "H", "F", "C", "F", "F", "C", "O", "C", "F", "F", "F", "C", "F", "F", "F", "N", "C", "C", "O", "O", "H", "H", "H", "H", "H"],
  "coordinates": [[-0.9789, -0.2125, -0.4401], [0.3365, 1.8506, -1.4417], [1.7834, 1.7903, -1.2361], [2.0732, 1.2942, 0.1770], [1.5031, -0.0303, 0.4396], [2.3593, -1.1533, 0.0493], [2.0357, -1.6847, -1.3458], [0.6423, -2.1194, -1.3854], [0.1479, 2.1599, -2.3914], [-0.0282, 2.5879, -0.8406], [2.2709, 2.7679, -1.3575], [2.2056, 1.1103, -1.9778], [1.6082, 2.0024, 0.8651], [3.1587, 1.2962, 0.3474], [1.3847, -0.0832, 1.4456], [2.1915, -1.9736, 0.7527], [3.4192, -0.8725, 0.0882], [2.7379, -2.4984, -1.5742], [2.1697, -0.9050, -2.0953], [0.5479, -2.9552, -0.8135], [0.3990, -2.4025, -2.3273], [-4.6600, 0.2496, -0.1219], [-4.3549, 1.1643, 0.8206], [-4.1227, 0.4264, 1.9244], [-5.4499, 1.8741, 1.0390], [-3.0912, 1.9802, 0.4266], [-2.0037, 1.2647, 0.5940], [-3.2626, 2.4344, -1.0616], [-3.0508, 1.3978, -1.8994], [-2.3335, 3.3446, -1.3796], [-4.4526, 2.9371, -1.3583], [-3.0566, 3.2761, 1.2976], [-3.9365, 4.2021, 0.9203], [-1.8383, 3.8185, 1.2238], [-3.2891, 2.9948, 2.5807], [-3.8645, -2.6093, 2.1459], [-3.9384, -2.7647, 0.6834], [-2.6038, -2.1352, 0.1686], [-1.7955, -1.8828, 1.0981], [-2.4372, -1.9119, -1.0155], [-4.4887, -1.8885, 2.5132], [-2.8199, -2.2371, 2.1830], [-3.9807, -3.4707, 2.6783], [-4.7678, -2.2248, 0.2332], [-3.9899, -3.8114, 0.3851]],
  "atomic_forces_ev_per_a": [[3.82, 0.10, -3.32], [0.56, 1.18, -0.60], [0.36, 0.03, 0.13], [0.14, 0.18, -0.44], [1.02, 0.02, 0.86], [0.12, -0.13, -0.41], [0.36, -0.06, 0.18], [0.67, -1.11, -0.43], [-0.04, 0.06, 0.04], [-0.17, -0.03, -0.07], [0.00, -0.18, -0.05], [0.08, 0.12, 0.03], [0.08, 0.00, 0.14], [-0.11, 0.11, 0.05], [-0.02, -0.06, 0.04], [0.10, 0.07, 0.06], [-0.02, -0.12, 0.08], [0.00, 0.19, -0.04], [0.06, -0.06, -0.02], [-0.08, -0.02, -0.06], [-0.06, -0.11, -0.07], [0.11, -0.08, -0.42], [-0.41, -0.33, 0.11], [0.19, 0.02, 0.39], [-0.03, 0.27, 0.03], [-1.42, 1.23, 0.21], [-2.04, 3.23, 2.51], [0.01, 0.18, -0.23], [0.13, -0.37, 0.02], [0.10, 0.17, 0.07], [-0.13, -0.03, 0.09], [0.16, 0.20, 0.10], [-0.15, 0.09, -0.10], [0.15, 0.04, -0.01], [-0.04, -0.21, 0.18], [0.37, 0.21, 0.50], [0.22, 0.27, -0.92], [-1.81, -1.89, 0.85], [0.02, -1.00, 1.66], [-1.75, -1.98, -1.51], [0.06, -0.12, -0.10], [-0.50, -0.24, 0.22], [-0.03, 0.14, -0.11], [-0.07, -0.05, 0.20], [0.02, 0.07, 0.13]],
  "mulliken_charge": [2.15, -0.32, -0.73, -0.84, -0.06, -0.89, -0.41, -0.44, 0.18, 0.16, 0.41, 0.26, 0.48, 0.34, 0.22, 0.46, 0.31, 0.40, 0.23, 0.18, 0.18, -0.31, 0.40, -0.31, -0.25, 1.40, -1.47, 0.45, -0.23, -0.28, -0.25, 0.44, -0.26, -0.23, -0.26, -0.21, -0.82, 1.11, -1.00, -0.83, 0.30, 0.33, 0.35, 0.28, 0.39]
}


[4]
{
  "formula": "C10H18BeCaCl3F8MgN2O15PSV",
  "method": "ωB97M-V/def2-TZVPD",
  "total_charge": 1,
  "spin_multiplicity": 1,
  "e_tot_ha": -6384.145143,
  "mol_weight_g_mol": 852.0,
  "orbital_gap_ev": 1.2,
  "symbols": ["N", "P", "C", "O", "O", "O", "C", "C", "O", "H", "H", "H", "H", "H", "H", "H", "H", "H", "H", "H", "Ca", "Cl", "C", "C", "N", "H", "H", "H", "Mg", "C", "C", "C", "F", "F", "F", "F", "O", "C", "C", "F", "F", "F", "F", "H", "H", "H", "H", "Cl", "O", "S", "O", "O", "O", "Be", "O", "Cl", "O", "O", "O", "O", "V", "O"],
  "coordinates": [[1.9600, -1.1234, 4.8586], [0.8721, -0.0887, 3.6519], [2.2991, 0.0301, 2.4214], [3.5750, 0.1581, 3.0644], [3.8939, 1.5494, 3.1588], [-0.4195, 0.0656, 4.9221], [-1.2443, 1.0582, 4.3983], [-1.4519, 0.5729, 2.9598], [-0.1992, 0.5856, 2.4114], [1.5757, -1.1586, 5.8147], [1.8269, -2.0948, 4.5135], [1.3334, 1.1668, 4.1516], [0.3978, -1.3824, 3.2302], [2.1342, 0.9527, 1.8696], [2.3405, -0.8179, 1.7329], [3.8242, 1.7424, 4.1036], [-0.7139, 2.0293, 4.3791], [-2.1452, 1.2878, 4.9848], [-1.8445, -0.4527, 3.0986], [-2.1455, 1.1896, 2.4052], [-3.6749, 1.4488, 1.7106], [-0.0456, -3.0483, 2.4566], [3.4692, 1.5448, -1.1131], [2.0386, 1.4274, -0.8927], [0.9038, 1.3342, -0.7269], [3.9866, 0.7390, -0.5941], [3.6958, 1.4640, -2.1821], [3.8207, 2.5017, -0.7292], [-0.5674, 1.6780, 7.0520], [-2.0690, -1.6783, -4.5503], [-1.5377, -1.2726, -5.9331], [-0.6640, -2.2773, -6.6898], [0.4749, -2.5422, -6.0185], [-0.3202, -1.7441, -7.8845], [-0.8940, -0.0860, -5.8407], [-2.6339, -1.0705, -6.7199], [-1.3808, -1.1840, -3.4181], [-0.3074, -1.8427, -2.8808], [0.9567, -0.9825, -2.9259], [1.2870, -0.6548, -4.1956], [2.0040, -1.6624, -2.3917], [-0.1263, -3.0469, -3.4547], [-0.5950, -2.0604, -1.5807], [-3.0508, -1.2122, -4.4837], [-2.2482, -2.7514, -4.4797], [-1.2068, -3.2091, -6.8671], [0.8115, -0.0669, -2.3589], [-0.9687, -4.7861, 2.8974], [-2.2853, 6.7027, 2.6400], [-3.5601, 5.9695, 2.6746], [-4.2002, 6.1372, 1.3573], [-4.4201, 6.6058, 3.6776], [-3.3451, 4.5500, 2.9775], [3.4628, -1.6270, 5.3448], [-2.1897, -3.4631, 0.2275], [-3.3873, -2.7438, -0.0615], [-3.1693, -1.3195, 0.3107], [-4.4813, -3.2297, 0.7275], [-3.6963, -2.7912, -1.4535], [4.6185, 0.7958, -3.8647], [4.7338, 1.6787, -5.2518], [4.8929, 2.5054, -6.6414]],
  "atomic_forces_ev_per_a": [[1.67, -1.74, 1.89], [0.59, 0.67, -2.29], [-0.09, 0.02, 0.22], [0.00, -0.33, 0.17], [0.07, 0.06, -0.18], [0.11, -0.35, 0.09], [-0.45, 1.18, -0.35], [0.61, -0.79, 1.73], [0.19, 0.01, 0.50], [-0.75, 0.15, -0.27], [-0.89, 0.18, -0.14], [-0.02, -0.14, 0.53], [0.23, 1.34, 1.00], [-0.15, -0.11, -0.20], [0.20, -0.02, 0.01], [-0.05, -0.10, 0.03], [-0.06, -0.05, -0.34], [-0.14, -0.67, 0.09], [-0.43, 0.10, -0.70], [2.56, 0.19, 0.69], [-2.58, 0.33, -1.96], [-0.52, -1.41, -0.15], [0.08, 0.04, -0.05], [-0.29, 0.12, 0.14], [0.21, 0.17, 0.16], [0.02, 0.00, -0.03], [-0.02, -0.08, 0.27], [-0.01, 0.00, 0.00], [0.25, -0.08, 0.23], [-0.62, -0.26, 0.24], [0.15, 0.38, 0.28], [-0.04, -0.09, -0.25], [-0.02, 0.04, 0.09], [-0.04, 0.04, 0.01], [0.06, -0.04, -0.05], [-0.01, -0.19, -0.03], [0.52, 0.36, -0.40], [-0.67, -0.37, -0.01], [0.23, 0.24, 0.00], [-0.04, -0.13, -0.10], [-0.09, -0.09, 0.05], [0.21, 0.05, 0.01], [0.33, 0.07, 0.06], [0.03, 0.06, -0.01], [0.22, -0.04, -0.09], [-0.01, 0.00, 0.05], [-0.22, -0.15, -0.05], [0.20, 0.21, -0.21], [0.00, -0.07, 0.03], [-0.18, 0.43, -0.31], [0.06, -0.12, 0.00], [0.06, -0.06, 0.05], [0.04, -1.81, -0.17], [-0.23, 1.32, -0.94], [0.10, 0.04, 0.13], [-0.43, -0.20, 0.03], [0.02, 1.47, 0.66], [-0.01, 0.09, 0.08], [0.03, 0.12, -0.07], [0.19, -0.28, 0.37], [-0.42, 0.25, -0.31], [0.23, 0.04, -0.25]],
  "nbo_charge": [-1.44, 1.38, -0.42, -0.31, -0.42, -0.83, -0.16, -0.02, -0.74, 0.42, 0.41, -0.10, -0.06, 0.24, 0.21, 0.46, 0.20, 0.19, 0.22, -0.06, 1.93, -0.01, -0.75, 0.33, -0.40, 0.26, 0.30, 0.26, 0.48, -0.14, 0.59, 0.52, -0.32, -0.32, -0.32, -0.33, -0.51, 0.85, 0.48, -0.33, -0.33, -0.32, -0.32, 0.23, 0.22, 0.15, 0.17, 0.05, -0.74, 2.52, -0.78, -0.75, -1.13, 1.13, -0.84, 2.56, -1.03, -0.84, -0.83, -0.92, 1.82, -0.79]
}